Entry 1:
A 10-piece molecular cluster, C33H61BF4N2O34P3 overall in a non-equilibrium geometry, computed with ωB97M-V/def2-TZVPD.

Computed properties:
Gap between HOMO and LUMO   0.333 Ha
Calculated total energy   -147228.285 eV
LUMO   1.384 eV
E_HOMO   -7.6851 eV

```
! RIJCOSX wB97M-V def2-TZVPD def2/J DEFGRID3
* xyz -1 1
O -2.4321 -0.8950 0.4995
C -2.0257 0.0950 -0.1228
O -0.7784 0.5554 -0.0527
B -0.7209 1.8467 -0.7928
O -2.0584 2.0506 -1.3371
C -2.8011 0.9912 -1.1198
O -3.9618 0.7899 -1.5167
O 0.1818 1.6895 -1.9312
C 1.2284 2.5359 -1.8128
O 2.1700 2.6710 -2.5574
C 1.0391 3.3047 -0.4703
O -0.1563 2.9249 0.0477
O 1.7983 4.1479 0.0059
C -10.2483 -2.3452 0.6370
C -9.6969 -1.4313 1.7735
C -8.7112 -2.1130 2.7310
O -9.1816 -3.2191 3.4647
C -8.3196 -3.8776 4.3351
N -9.1602 -0.2104 1.1362
H -9.4951 -2.7707 -0.0262
H -11.0240 -1.8078 0.0915
H -10.7191 -3.1651 1.1794
H -10.5718 -1.2012 2.3816
H -8.2177 -1.4822 3.4703
H -7.8842 -2.4763 2.1209
H -8.8394 -4.7587 4.7113
H -7.9943 -3.1429 5.0717
H -7.4219 -4.2113 3.8146
H -9.7266 -0.0902 0.3087
H -8.3237 -0.4446 0.6210
C 6.1307 -1.8980 -2.2066
C 7.0198 -2.6402 -3.2329
C 6.8675 -2.1320 -4.7104
O 5.6624 -2.4480 -5.3830
C 5.4693 -3.8351 -5.6084
N 8.3660 -2.4169 -2.6911
H 5.0577 -2.0277 -2.3479
H 6.2179 -0.8250 -2.3771
H 6.4478 -2.0545 -1.1755
H 6.7489 -3.6957 -3.2586
H 7.6673 -2.4823 -5.3628
H 7.0543 -1.0632 -4.6056
H 6.4024 -4.3602 -5.8129
H 4.7140 -4.1367 -6.3341
H 5.0063 -4.3029 -4.7396
H 8.6922 -1.5316 -3.0515
H 9.0777 -3.0205 -3.0774
C -6.3296 -8.2435 -5.4010
O -6.4959 -7.5580 -4.2525
P -5.9083 -6.0410 -4.1191
O -4.4384 -5.9458 -4.3753
O -6.6975 -5.1403 -5.2490
C -6.1156 -3.8625 -5.4835
O -6.5211 -5.4643 -2.7088
C -6.2235 -5.9803 -1.4384
H -5.7622 -7.7770 -6.2063
H -7.3095 -8.5225 -5.7884
H -5.7601 -9.1229 -5.1003
H -5.8248 -3.3675 -4.5569
H -6.8271 -3.1819 -5.9511
H -5.2830 -3.8727 -6.1869
H -6.0023 -7.0360 -1.5957
H -7.0824 -5.9533 -0.7678
H -5.2985 -5.5295 -1.0788
C 7.5169 3.6093 2.8215
O 7.7814 4.6530 3.7724
P 9.1117 5.6281 3.7494
O 10.4903 5.0704 3.6892
O 8.7780 6.5281 2.4480
C 7.4980 7.0369 2.1836
O 8.8781 6.6057 5.0405
C 7.7294 6.5905 5.9164
H 7.2662 2.6884 3.3481
H 8.3130 3.3089 2.1403
H 6.7101 3.9540 2.1748
H 7.4617 8.1170 2.0412
H 6.7666 6.9037 2.9806
H 7.1535 6.6407 1.2284
H 8.2408 6.6537 6.8769
H 7.0797 5.7256 5.7822
H 7.1557 7.5030 5.7540
C -2.2771 0.1764 5.8197
O -1.6596 -1.0532 5.8758
P -2.1171 -2.1945 6.9358
O -3.5186 -2.3079 7.2932
O -1.4997 -3.5857 6.2409
C -2.3935 -4.5373 5.6668
O -1.1716 -1.9405 8.2595
C -1.1661 -0.7534 9.0225
H -1.5369 0.8544 6.2448
H -3.2222 0.1620 6.3626
H -2.6373 0.3975 4.8150
H -3.2882 -4.6380 6.2813
H -1.9698 -5.5416 5.6756
H -2.6353 -4.3481 4.6210
H -1.8506 0.0185 8.6707
H -0.2216 -0.2172 8.9304
H -1.4274 -1.0384 10.0416
C 3.0533 8.1837 -4.4749
C 4.5491 8.5342 -4.6953
O 4.3879 9.2435 -5.8967
C 3.3381 8.8689 -6.5245
O 2.9873 9.2176 -7.6363
O 2.6803 8.0244 -5.7427
F 5.2470 7.4166 -4.9303
H 2.6064 9.0648 -4.0145
H 2.9097 7.3040 -3.8474
H 4.9271 9.0960 -3.8411
C -0.3683 -0.4091 -6.8972
C 0.2981 0.9631 -7.1800
O -0.8088 1.8438 -7.0879
C -1.9281 1.2510 -6.7101
O -3.0056 1.7802 -6.6496
O -1.7242 -0.0725 -6.7182
F 0.8944 0.9997 -8.4028
H 0.0811 -0.9406 -6.0583
H -0.2107 -1.0067 -7.7951
H 0.9814 1.2870 -6.3949
C 0.6223 -5.6746 0.3823
C 0.6635 -5.0869 -1.0347
O 1.6482 -5.9487 -1.5965
C 2.3212 -6.6123 -0.6784
O 3.1762 -7.4332 -0.9026
O 1.8437 -6.3011 0.5495
F 1.0907 -3.8276 -0.9946
H -0.1367 -6.4547 0.4417
H 0.4291 -4.8930 1.1171
H -0.2575 -5.1558 -1.6137
C 0.7233 6.3676 4.9001
C 2.1780 6.7185 5.3258
O 2.3451 6.3148 6.6458
C 1.1453 5.8272 7.0716
O 0.9623 5.3082 8.1752
O 0.2073 6.1410 6.1961
F 2.2902 8.0230 5.1661
H 0.7521 5.4928 4.2505
H 0.2193 7.1465 4.3279
H 2.8728 6.2380 4.6370
*
```

Entry 2:
C17H40NOP3Ru as an isolated structure in a non-equilibrium geometry, computed with ωB97M-V/def2-TZVPD.

Computed properties:
Gap between HOMO and LUMO (spin up / spin down)   0.214 / 0.155 Ha
Calculated total energy   -52233.168 eV
LUMO (spin up / spin down)   -8.875 / -13.636 eV
E_HOMO (spin up / spin down)   -14.7019 / -17.8591 eV

```
! RIJCOSX wB97M-V def2-TZVPD def2/J DEFGRID3
* xyz 3 6
Ru 0.0195 -0.0083 1.2727
P 1.4058 -0.8153 2.8122
P 1.3092 1.8963 0.9046
P -0.8850 -2.1241 0.7600
H -0.5665 2.3765 -6.7580
C -1.4688 1.7891 -6.5437
C -2.4433 2.2145 -5.7264
H -2.4368 3.1890 -5.2252
C 2.7485 -1.7767 1.9774
C 2.4169 0.3038 3.8912
C 0.7013 -1.9263 4.1050
C 0.8307 3.0919 -0.4037
C 1.2746 3.0586 2.3320
C 3.0859 1.5879 0.5600
C -2.1855 -2.0956 -0.5312
C -1.7454 -3.0817 2.0713
C 0.3570 -3.3018 0.0930
H -1.5803 0.8412 -7.0943
H -3.3370 1.5927 -5.5992
H 3.4802 -2.1267 2.7229
H 3.2630 -1.1363 1.2456
H 2.3383 -2.6397 1.4412
H 3.1935 -0.2587 4.4362
H 1.7646 0.7883 4.6283
H 2.9222 1.0859 3.3061
H 1.1770 -2.9203 4.0822
H -0.3769 -2.0566 3.9585
H 0.8521 -1.4873 5.1001
H 1.3225 4.0656 -0.2767
H -0.2559 3.2176 -0.3287
H 1.0639 2.6997 -1.4017
H 2.1819 3.6782 2.3370
H 1.2046 2.5392 3.2933
H 0.4067 3.7229 2.2286
H 3.5703 2.5312 0.2732
H 3.1737 0.8829 -0.2783
H 3.6036 1.1656 1.4284
H -2.9224 -2.9079 -0.4175
H -1.7209 -2.1580 -1.5254
H -2.6853 -1.1273 -0.4244
H -2.5742 -3.6419 1.6157
H -2.1670 -2.4072 2.8275
H -1.0507 -3.7857 2.5462
H -0.1170 -3.9539 -0.6562
H 0.7573 -3.9140 0.9121
H 1.1640 -2.7320 -0.3885
C -1.1448 0.8688 -1.8028
C 0.0329 0.3762 -2.4474
C -0.1142 -0.3940 -3.5879
C -1.3882 -0.6318 -4.1224
C -2.4913 0.0980 -3.6464
C -2.3361 0.9723 -2.5871
O -1.2025 1.1499 -0.5399
H 0.9794 0.0355 -0.0315
H 0.9867 0.5093 -1.9268
H 0.7796 -0.7559 -4.0883
H -1.5136 -1.2997 -4.9963
H -3.4256 0.0693 -4.2116
H -3.1282 1.6040 -2.1832
N -1.5716 0.7641 2.5120
H -2.2615 1.1544 1.8669
H -1.2515 1.5053 3.1347
H -2.0192 0.0390 3.0743
*
```